Entry from the OMol25 dataset: 5 unconnected molecules or ions with the total composition C13H36O5 (ωB97M-V/def2-TZVPD).

Geometry (Å):
C 17.9693 -17.8309 8.7913
C 17.3441 -19.1882 8.9510
C 18.0595 -19.9319 10.0645
O 15.9798 -19.0625 9.3160
H 17.8216 -17.2031 9.6802
H 17.5415 -17.2281 7.9818
H 19.0514 -17.8466 8.6353
H 17.4969 -19.7708 8.0326
H 17.6943 -20.9394 10.2612
H 17.9983 -19.3858 11.0093
H 19.1230 -20.0005 9.8068
H 15.6085 -18.2324 8.9991
C 13.7399 -21.3291 5.8774
C 13.2471 -21.9648 7.1778
C 14.2035 -23.0406 7.6513
O 13.2040 -20.8939 8.1379
H 13.6350 -22.0511 5.0656
H 14.7938 -21.0733 5.9848
H 13.1350 -20.4606 5.6154
H 12.2423 -22.3756 7.0381
H 13.7445 -23.6997 8.3969
H 15.1086 -22.6020 8.0649
H 14.4424 -23.7318 6.8363
H 13.2514 -21.1979 9.0479
C 16.6872 -13.9832 3.8796
C 16.6396 -12.5365 3.4864
C 17.3771 -12.2255 2.1967
O 15.2270 -12.2281 3.2836
H 17.7083 -14.3222 4.0621
H 16.2089 -14.6477 3.1648
H 16.1680 -14.0884 4.8365
H 17.0073 -11.8900 4.2879
H 16.8839 -12.7187 1.3578
H 18.4020 -12.6208 2.1980
H 17.4792 -11.1583 1.9983
H 15.1258 -11.2720 3.2947
C 11.6716 -18.0305 8.7680
C 12.5794 -17.4873 7.6873
C 12.8741 -16.0148 7.9201
O 13.8077 -18.1764 7.5713
H 12.1844 -17.9748 9.7373
H 11.3769 -19.0727 8.6400
H 10.7544 -17.4455 8.8584
H 12.0140 -17.4849 6.7359
H 13.5306 -15.6152 7.1472
H 13.4308 -15.8571 8.8571
H 11.9447 -15.4614 8.0341
H 13.6433 -19.1134 7.4007
C 15.7504 -17.5664 5.2161
O 16.4404 -17.5289 3.9637
H 15.0210 -18.3777 5.2749
H 16.5090 -17.7577 5.9688
H 15.2080 -16.6370 5.4010
H 15.8218 -17.2762 3.2742

The calculation puts the energy above the lowest of the compared OMol25 structures with the same formula, charge and spin at 1.8 kcal/mol. Its SMILES is CC(C)O.CC(C)O.CC(C)O.CC(C)O.CO. The calculation puts the HOMO energy at -9.7707 eV. The charge is 0. As for the calculated total energy: -893.06794 Eh.

Entry from the OMol25 dataset: 5 unconnected molecules or ions with the total composition C13H37IN3O4 (ωB97M-V/def2-TZVPD).

Geometry (Å):
I -1.2839 -0.0679 0.6081
C -0.8791 -7.3111 1.9023
C -2.3343 -6.9106 1.8843
C -2.7421 -6.2398 3.1747
O -2.3898 -7.1583 4.2958
C -2.9653 -6.6757 5.5223
N -2.4963 -5.9545 0.8105
H -0.7301 -7.9390 1.0239
H -0.6403 -7.9464 2.7552
H -0.1889 -6.4691 1.9565
H -2.9512 -7.8025 1.7742
H -3.8151 -6.2451 3.3662
H -2.3395 -5.2389 3.3297
H -3.9757 -6.9391 5.8348
H -2.9414 -5.5977 5.6822
H -2.4820 -7.0354 6.4307
H -2.0547 -5.0691 1.0134
H -3.4796 -5.7496 0.7045
C 4.2472 -2.1232 -3.2930
C 4.4618 -0.7112 -3.8472
C 5.1234 -0.7406 -5.2747
O 5.3547 0.6560 -5.6099
C 5.9052 0.5811 -6.9479
N 3.2207 -0.0008 -3.9358
H 3.1872 -2.3417 -3.4223
H 4.4140 -2.1113 -2.2159
H 4.7530 -2.9820 -3.7343
H 5.0995 -0.1815 -3.1395
H 4.5068 -1.1859 -6.0555
H 6.0095 -1.3728 -5.2176
H 6.5740 -0.2764 -7.0230
H 6.3967 1.5052 -7.2521
H 5.1484 0.3110 -7.6844
H 2.5235 -0.4711 -3.3765
H 2.8441 -0.3060 -4.8219
C -1.5597 6.3523 0.3819
C -0.1705 6.6225 1.0036
C -0.1727 6.8953 2.6287
O 1.1576 6.9397 3.2243
C 1.1635 7.0598 4.6110
N 0.6508 5.5192 0.7044
H -1.4474 6.4957 -0.6928
H -2.3408 7.0839 0.5890
H -1.9311 5.3578 0.6290
H 0.2572 7.5875 0.7316
H -0.8368 6.1724 3.1025
H -0.6340 7.8321 2.9413
H 2.1264 6.9163 5.1014
H 0.6266 6.2082 5.0289
H 0.8041 8.0496 4.8925
H 0.1108 4.7224 1.0102
H 1.3275 5.6708 1.4387
C -6.6222 2.2378 -0.9566
O -6.1045 1.6478 -2.0201
H -7.6565 1.9484 -0.7706
H -6.1562 1.9526 -0.0134
H -6.4830 3.3170 -1.0195
H -5.1895 1.5116 -1.7638

The calculation puts the energy above the lowest of the compared OMol25 structures with the same formula, charge and spin at 83.5 kcal/mol. The calculation puts the HOMO energy at -3.6216 eV. The charge is -1. As for the calculated total energy: -1280.33897 Eh.

Entry from the OMol25 dataset: 4 unconnected molecules or ions with the total composition C13H37N3O4 (ωB97M-V/def2-TZVPD).

Geometry (Å):
C 0.8245 1.9079 0.9273
O -0.0019 2.7682 0.2362
H 1.7333 1.8095 0.3334
H 1.1628 2.3895 1.8447
H 0.3365 0.9900 1.2551
H 0.4670 3.6052 0.2020
C 0.6182 -1.0176 -1.8570
C -0.5884 -1.7170 -2.5450
C -1.0120 -3.0752 -1.8670
O 0.0476 -4.0303 -2.0062
C -0.3422 -5.3408 -1.9109
N -1.6455 -0.7921 -2.4001
H 0.9101 -0.0764 -2.3229
H 1.4154 -1.7604 -1.8269
H 0.3368 -0.7786 -0.8314
H -0.3037 -1.9136 -3.5786
H -1.9085 -3.2696 -2.4557
H -1.3162 -2.9935 -0.8235
H -0.6884 -5.8019 -0.9859
H 0.5392 -5.9318 -2.1598
H -1.1023 -5.4672 -2.6818
H -2.4972 -1.2923 -2.6108
H -1.5465 -0.0457 -3.0733
C 3.7840 3.3902 -1.7721
C 2.5656 4.3549 -1.7980
C 2.4139 5.2881 -0.5737
O 2.0900 4.5538 0.6343
C 2.8154 4.9383 1.8150
N 2.6824 5.1415 -3.0999
H 3.7400 2.7755 -2.6711
H 3.6406 2.7541 -0.8987
H 4.7779 3.8329 -1.7067
H 1.6812 3.7199 -1.8488
H 1.5844 5.9791 -0.7242
H 3.3326 5.8736 -0.5368
H 2.7363 4.2064 2.6189
H 2.3224 5.8668 2.1029
H 3.8660 5.1629 1.6306
H 1.9122 5.7852 -3.2120
H 3.4768 5.7652 -3.1096
C -1.4875 -1.0504 2.8440
C -2.2739 -2.2870 2.3027
C -3.2017 -2.7297 3.4539
O -4.0220 -3.7886 3.0259
C -3.3565 -5.0584 2.7753
N -3.0857 -1.9078 1.1846
H -0.7137 -1.2920 3.5727
H -2.0653 -0.4265 3.5259
H -1.0405 -0.4707 2.0363
H -1.6228 -3.1163 2.0263
H -3.8620 -1.9240 3.7748
H -2.6773 -2.9797 4.3762
H -3.9947 -5.9419 2.7641
H -2.5695 -5.2415 3.5068
H -2.9606 -4.8179 1.7886
H -3.6101 -2.6793 0.7975
H -2.3168 -1.8430 0.5329

The calculation puts the energy above the lowest of the compared OMol25 structures with the same formula, charge and spin at 40.8 kcal/mol. Its SMILES is COC[C@H](C)N.COC[C@H](C)N.COC[C@H](C)N.CO. The calculation puts the HOMO energy at -9.2337 eV. The charge is 0. As for the calculated total energy: -982.58615 Eh.

Entry from the OMol25 dataset: 5 unconnected molecules or ions with the total composition C13H38N2O6 (ωB97M-V/def2-TZVPD).

Geometry (Å):
C 1.3813 0.2816 3.1197
O 0.5532 -0.6972 3.7155
C -0.6866 -0.8639 3.0440
C -0.5226 -1.1004 1.5561
N 0.2528 -2.3020 1.3310
C 0.4280 -2.6109 -0.0739
C 1.4815 -3.6787 -0.2764
O 2.7865 -3.2840 0.0688
C 3.3310 -2.2586 -0.7446
H 0.7965 1.1357 2.7566
H 1.9371 -0.1088 2.2578
H 2.0884 0.6231 3.8741
H -1.3227 0.0074 3.2486
H -1.1543 -1.7462 3.4812
H -0.1134 -0.1812 1.1049
H -1.5216 -1.2558 1.1454
H 1.1531 -2.2209 1.7930
H 0.7421 -1.7425 -0.6722
H -0.5305 -2.9755 -0.4540
H 1.4396 -4.0142 -1.3291
H 1.2416 -4.5600 0.3219
H 2.8642 -1.2859 -0.5617
H 3.2245 -2.5076 -1.8056
H 4.3804 -2.1784 -0.4687
C 0.0735 0.9371 -2.5433
C -0.6530 0.0860 -3.5646
C -0.0818 -1.3241 -3.6396
O 1.2934 -1.4150 -3.8969
C 1.7066 -0.8977 -5.1406
N -2.0885 -0.0283 -3.2253
H -0.2822 1.9681 -2.5255
H 1.1360 1.0096 -2.7997
H 0.0526 0.5085 -1.5390
H -0.5406 0.5941 -4.5346
H -0.6561 -1.9015 -4.3823
H -0.2407 -1.7634 -2.6533
H 2.7866 -1.0102 -5.1922
H 1.4704 0.1630 -5.2516
H 1.2418 -1.4523 -5.9661
H -2.5596 -0.5540 -3.9585
H -2.5046 0.8967 -3.2860
C -1.1710 2.5737 0.3620
O 0.2211 2.4712 0.5219
H -1.4822 3.6033 0.1359
H -1.5480 1.9616 -0.4537
H -1.6786 2.2768 1.2912
H 0.5249 3.1862 1.0943
C 0.7598 4.7104 3.8467
O 1.0870 4.2947 2.5072
H 0.9185 5.7844 3.9663
H -0.2943 4.5004 3.9922
H 1.3568 4.1760 4.5845
H 2.0380 4.3712 2.3906
C -4.2643 0.2213 2.4779
O -3.8917 -1.0814 2.0612
H -5.3280 0.4254 2.2945
H -4.0813 0.3057 3.5453
H -3.7073 1.0021 1.9473
H -3.8432 -1.0750 1.1011

The calculation puts the energy above the lowest of the compared OMol25 structures with the same formula, charge and spin at 71.0 kcal/mol. Its SMILES is COC[C@H](C)N.COCCNCCOC.CO.CO.CO. The calculation puts the HOMO energy at -8.3951 eV. The charge is 0. As for the calculated total energy: -1078.93632 Eh.

> What is the formula in the second record?

C13H37IN3O4

> Which formula does entry 2 have?

C13H37IN3O4